{"formula": "C2H11NO5", "method": "ωB97M-V/def2-TZVPD", "spin_multiplicity": 1, "largest_force_ha_per_bohr": 0.05039, "total_energy_ha": -513.74021, "elements": ["H", "O", "N", "H", "H", "H", "C", "H", "H", "C", "O", "O", "H", "O", "H", "H", "O", "H", "H"], "xyz": [[0.274617, -1.344371, 1.019353], [-0.128979, -0.425983, 1.778437], [0.603919, -1.491463, -0.189611], [0.360118, -0.285814, 2.594118], [0.890797, -2.382844, -0.574178], [1.452147, -0.926003, -0.292923], [-0.354636, -0.733870, -1.041813], [-0.451018, -1.131753, -2.051691], [-1.360445, -0.993918, -0.666601], [-0.018368, 0.762890, -0.988902], [-0.364175, 1.413317, -1.952920], [0.361224, 1.287646, 0.146805], [0.084025, 0.533443, 1.076089], [-2.778394, -0.602617, 2.868029], [-2.622692, -0.090419, 2.080126], [-1.937662, -0.654114, 3.364381], [2.456430, 0.310965, -1.592446], [2.273014, 1.097000, -1.077598], [2.293130, 0.571977, -2.486626]], "forces_ev_per_a": [[0.0, 0.9, -0.8], [-0.1, 0.1, 0.9], [1.0, -0.2, -0.4], [0.1, -0.1, 0.1], [-0.5, -0.3, 0.0], [0.2, -0.2, 0.2], [-0.6, -1.2, 0.6], [0.8, 0.4, -0.2], [0.2, 0.8, 0.3], [-2.5, 0.7, 0.1], [0.6, 0.1, -0.4], [0.2, -0.9, 0.1], [0.4, 0.0, -0.6], [-0.1, -0.5, 1.1], [0.5, 0.2, -0.2], [-0.7, 0.2, -0.9], [0.6, -0.6, 0.7], [0.0, 0.4, 0.3], [-0.2, 0.2, -0.9]]}